Entry from the OMol25 dataset: a molecular structure, C35H26Cl3N6OPdS2 (the ωB97M-V functional and the def2-TZVPD basis).

Geometry as XYZ:
```
74
Properties=species:S:1:pos:R:3:forces:R:3:mulliken_charge:R:1
Pd -2.2773 0.4189 -1.7760 0.1 -0.1 0.1 0.04
C 6.7792 -0.0057 8.9201 0.0 0.0 0.0 -0.84
O 7.0825 -0.1135 7.5435 0.0 0.0 0.0 -0.47
C 6.0394 -0.0738 6.6687 0.0 0.0 0.0 1.02
C 4.7083 0.0798 7.0401 0.0 0.0 0.0 -0.45
C 3.7223 0.1076 6.0650 0.0 0.0 0.0 -0.81
C 4.0371 -0.0158 4.7176 0.0 0.0 0.0 0.30
C 5.3775 -0.1730 4.3628 0.0 0.0 0.0 -0.46
C 6.3692 -0.2009 5.3220 0.0 0.0 0.0 -0.75
C 2.9542 0.0220 3.7294 0.0 0.0 0.0 0.19
N 1.6813 0.1265 4.0211 0.0 0.0 0.0 -0.83
C 1.0288 0.1283 2.8113 0.0 0.0 0.0 1.11
C 1.9261 0.0296 1.7793 0.0 0.0 0.0 0.06
N 3.1646 -0.0409 2.3785 0.0 0.0 0.0 -0.12
C 1.5481 0.0045 0.4055 0.0 0.0 0.0 0.23
C 2.4442 -0.1484 -0.6547 0.0 0.0 0.0 -0.40
C 1.9665 -0.1875 -1.9399 0.0 0.0 0.0 -1.31
C 0.5957 -0.0556 -2.1425 0.0 0.0 0.0 -0.24
N -0.2693 0.1116 -1.1520 0.0 0.0 0.0 0.30
C 0.1669 0.1273 0.1269 0.0 0.0 0.0 -0.05
C -0.8041 0.2204 1.2186 0.0 0.0 0.0 -0.01
N -2.1064 0.2847 0.8885 0.0 0.0 0.0 0.16
C -2.9990 0.2234 1.8453 0.0 0.0 0.0 -0.77
C -2.6665 0.1669 3.2092 0.0 0.0 0.0 -0.60
C -1.3500 0.1881 3.5658 0.0 0.0 0.0 -0.69
C -0.3792 0.1940 2.5530 0.0 0.0 0.0 0.42
H 7.7288 -0.0661 9.4446 0.0 0.0 0.0 0.24
H 6.1312 -0.8217 9.2504 0.0 0.0 0.0 0.34
H 6.3002 0.9500 9.1490 0.0 0.0 0.0 0.34
H 4.4246 0.1763 8.0778 0.0 0.0 0.0 0.37
H 2.6830 0.2232 6.3412 0.0 0.0 0.0 0.48
H 5.6674 -0.2830 3.3246 0.0 0.0 0.0 0.25
H 7.4090 -0.3253 5.0507 0.0 0.0 0.0 0.40
H 4.0517 -0.1211 1.9184 0.0 0.0 0.0 0.16
H 3.5056 -0.2534 -0.4611 0.0 0.0 0.0 0.37
H 2.6216 -0.3264 -2.7880 0.0 0.0 0.0 0.45
H 0.1778 -0.1003 -3.1389 0.0 0.0 0.0 0.34
H -4.0381 0.2121 1.5393 0.0 0.0 0.0 0.39
H -3.4523 0.0732 3.9435 0.0 0.0 0.0 0.41
H -1.0338 0.1360 4.5987 0.0 0.0 0.0 0.51
S -2.2590 2.8896 -1.2038 0.0 0.0 0.1 -0.42
C -2.2792 3.5518 -2.7169 0.0 0.0 0.0 0.34
N -2.7902 4.7561 -3.0341 0.0 0.0 0.0 -0.28
C -3.0634 4.9614 -4.4520 0.0 0.0 -0.1 -0.47
C -1.9659 4.1963 -5.1773 0.0 0.0 0.0 -0.62
S -1.6491 2.7507 -4.1219 0.0 -0.1 -0.1 0.12
H -3.3642 5.1969 -2.3319 0.0 0.0 0.0 0.27
H -3.0459 6.0240 -4.6934 0.0 0.0 0.0 0.30
H -4.0419 4.5493 -4.7092 0.0 0.0 0.0 0.24
H -1.0547 4.7877 -5.2648 0.0 0.0 0.0 0.36
H -2.2851 3.8558 -6.1595 0.0 0.0 0.0 0.34
Cl -3.1134 -2.9014 2.3787 0.0 0.0 0.0 -0.78
C -4.9886 0.5870 -4.9201 0.1 0.1 0.0 0.18
Cl -5.4750 -0.8596 -5.7263 0.0 0.0 0.0 -0.23
Cl -5.0256 2.0495 -5.8770 0.0 0.0 0.0 -0.28
C -4.4917 0.5849 -3.6802 -0.2 0.1 0.0 0.20
N -4.1439 0.5905 -2.5439 0.1 0.0 -0.1 -0.55
C -1.7048 -3.0534 -6.1127 0.0 0.0 0.0 -0.56
C -1.6988 -1.6571 -5.8994 0.0 0.0 0.0 -1.09
C -1.8967 -1.1561 -4.6444 0.0 0.0 0.0 0.35
C -2.1154 -2.0069 -3.5287 0.0 0.0 0.0 1.47
C -2.3227 -1.5105 -2.2104 0.0 0.0 0.0 -0.59
C -2.5297 -2.3840 -1.1769 0.0 0.0 0.0 0.08
C -2.5405 -3.7801 -1.4022 0.0 0.0 0.0 -0.89
C -2.3411 -4.2838 -2.6552 0.0 0.0 0.0 -0.77
C -2.1225 -3.4110 -3.7488 0.0 0.0 0.0 0.90
C -1.9113 -3.9014 -5.0630 0.0 0.0 0.0 -0.83
H -1.5545 -3.4472 -7.1108 0.0 0.0 0.0 0.38
H -1.5566 -0.9834 -6.7361 0.0 0.0 0.0 0.39
H -1.9157 -0.0853 -4.4765 0.0 0.0 0.0 0.38
H -2.6898 -2.0487 -0.1567 0.0 0.0 0.0 -0.22
H -2.7103 -4.4247 -0.5480 0.0 0.0 0.0 0.46
H -2.3480 -5.3536 -2.8348 0.0 0.0 0.0 0.36
H -1.9216 -4.9750 -5.2189 0.0 0.0 0.0 0.36
```
Forces are in eV/Å.

Computed properties:
Charge: -1
LUMO level in eV: 1.825
Energy relative to the best compared isomer or geometry (same formula, charge and spin) in kcal per mole: 0.0
E_HOMO in eV: -4.26



Entry from the OMol25 dataset: 2 unconnected molecules or ions with the total composition C32H44N4P in a non-equilibrium geometry (the ωB97M-V functional and the def2-TZVPD basis).

Geometry as XYZ:
```
81
Properties=species:S:1:pos:R:3:forces:R:3:mulliken_charge:R:1
C 5.8461 1.2029 0.4140 0.3 -0.2 -0.1 -0.89
N 4.4350 0.8617 0.3946 -0.3 0.8 -0.6 0.22
C 3.4506 1.6727 -0.0630 -0.3 -0.9 0.6 -1.54
C 2.1971 1.0535 0.1631 0.4 0.0 -0.1 1.77
C 0.9389 1.6187 -0.1306 0.0 0.4 0.3 -1.82
C -0.3038 0.9247 0.1030 -0.2 0.3 -0.4 1.02
C -0.5162 -0.4001 -0.3188 -0.2 -0.5 0.3 -1.17
C -1.6659 -1.1022 0.0146 0.3 0.9 0.0 1.08
C -2.6958 -0.4555 0.7567 0.7 0.3 0.2 0.48
N -3.8191 -1.1298 1.1003 -0.3 -0.3 0.1 -0.04
C -4.1380 -2.4121 0.5028 0.0 0.0 -0.3 -0.60
C -2.9062 -3.2731 0.3579 0.3 0.0 0.1 -0.85
C -1.8126 -2.5268 -0.4008 0.0 -0.5 -0.6 -0.81
C -4.9727 -0.4497 1.6597 0.0 0.2 -0.3 -0.59
C -4.5532 0.6149 2.6424 0.2 0.1 0.2 -0.86
C -3.5313 1.5672 2.0275 -0.4 0.6 0.1 -0.74
C -2.4943 0.8852 1.1983 0.6 -0.1 -0.7 0.23
C -1.3437 1.5635 0.8144 -0.2 -0.4 -0.1 -1.13
C 2.4904 -0.2066 0.8589 0.7 0.0 -0.2 0.99
C 1.7461 -1.1625 1.5488 -0.3 -0.4 0.2 0.24
C 2.3978 -2.2454 2.1478 -0.3 0.4 0.0 -1.01
C 3.7947 -2.3510 2.1391 0.2 0.0 -0.2 -0.74
C 4.5641 -1.3562 1.5417 0.4 -0.4 0.1 -1.11
C 3.9018 -0.3139 0.9172 -0.8 0.5 0.3 0.18
H 6.3943 0.3405 0.8142 -0.1 0.5 -0.2 0.27
H 6.1893 1.4156 -0.6003 0.0 -0.1 0.1 0.31
H 6.0335 2.0799 1.0407 -0.1 -0.2 0.0 0.34
H 3.6587 2.6499 -0.5013 0.0 -0.4 0.2 0.46
H 0.9112 2.7095 -0.2161 -0.1 -0.3 0.2 0.69
H 0.2503 -0.9366 -0.8910 -0.2 0.3 0.2 0.59
H -4.8765 -2.8906 1.1499 0.1 0.0 -0.1 0.42
H -4.6041 -2.2602 -0.4869 0.0 0.0 0.2 0.27
H -2.5268 -3.5538 1.3446 -0.1 0.0 0.0 0.31
H -3.1620 -4.1853 -0.1755 0.0 -0.1 0.0 0.38
H -2.0273 -2.5599 -1.4828 0.1 0.0 0.3 0.28
H -0.8532 -3.0368 -0.2547 -0.1 0.0 -0.1 0.35
H -5.5591 0.0084 0.8441 0.0 -0.1 0.1 0.28
H -5.5924 -1.2161 2.1341 0.0 0.2 0.0 0.40
H -5.4325 1.1733 2.9539 0.0 0.0 0.1 0.37
H -4.1196 0.1457 3.5272 0.0 -0.1 0.0 0.31
H -4.0635 2.3085 1.4107 0.1 -0.1 0.1 0.30
H -3.0295 2.1269 2.8239 -0.1 0.0 -0.1 0.43
H -1.2234 2.6051 1.1109 0.0 -0.2 0.0 0.51
H 0.6629 -1.0471 1.6455 0.5 -0.2 -0.1 0.42
H 1.8013 -3.0075 2.6531 0.2 0.3 -0.1 0.43
H 4.2767 -3.2175 2.6019 -0.2 0.4 -0.1 0.38
H 5.6599 -1.3800 1.5547 -0.5 -0.2 0.1 0.24
C -2.7167 1.3963 -4.0856 -0.2 -0.1 0.3 -1.47
C -1.7501 2.5287 -4.4016 0.2 0.1 -0.1 1.18
C -1.9261 2.9311 -5.8705 0.0 0.2 -0.1 -1.62
C -2.0124 3.7464 -3.5126 -0.1 0.0 0.0 -1.80
N -0.3666 2.0373 -4.1836 0.0 1.2 0.8 0.64
P 0.8843 2.8791 -3.3439 -0.1 -0.9 -0.3 -0.58
H 0.9234 2.0452 -2.0216 0.0 0.0 -0.6 -0.10
N 2.0678 2.0222 -4.2628 0.1 1.2 0.9 0.52
C 3.4452 2.4899 -4.5614 -0.3 0.1 -0.1 1.22
C 4.4080 1.3416 -4.3038 0.3 -0.1 0.2 -1.53
C 3.7813 3.6976 -3.6866 0.1 0.1 -0.1 -1.64
C 3.5389 2.8920 -6.0381 0.0 0.2 -0.1 -1.64
C 1.5059 1.0159 -5.0050 -2.0 -0.9 -0.5 -0.49
C 0.1334 1.0241 -4.9614 1.9 -0.8 -0.6 -0.54
H -2.5510 0.9958 -3.0800 0.0 0.1 -0.1 0.23
H -3.7410 1.7668 -4.1446 0.0 -0.1 0.0 0.47
H -2.6164 0.5823 -4.8065 0.0 0.0 0.1 0.36
H -1.2337 3.7372 -6.1445 -0.1 -0.2 0.1 0.35
H -1.7580 2.0820 -6.5406 0.0 0.1 0.1 0.36
H -2.9466 3.2894 -6.0364 0.1 0.0 0.0 0.45
H -1.3710 4.5947 -3.7983 -0.2 -0.3 0.1 0.43
H -3.0576 4.0511 -3.6515 0.2 0.0 0.1 0.48
H -1.8607 3.5248 -2.4444 0.0 0.0 -0.3 0.32
H 4.2336 0.5174 -4.9984 0.0 0.0 0.1 0.36
H 5.4328 1.6865 -4.4492 0.0 0.0 0.0 0.48
H 4.3111 0.9655 -3.2804 0.0 0.0 -0.1 0.28
H 3.1271 4.5527 -3.9189 0.2 -0.3 0.1 0.43
H 3.7058 3.4644 -2.6138 0.0 0.0 -0.3 0.18
H 4.8169 3.9955 -3.8978 -0.3 0.0 0.1 0.50
H 2.8437 3.7094 -6.2684 0.1 -0.2 0.1 0.36
H 4.5529 3.2345 -6.2660 -0.1 0.0 0.0 0.44
H 3.3168 2.0458 -6.6966 0.0 0.2 0.1 0.37
H 2.1315 0.3347 -5.5730 -0.3 0.1 0.1 0.47
H -0.5344 0.3523 -5.4904 0.3 0.1 0.1 0.51
```
Forces are in eV/Å.

Computed properties:
Charge: +1
LUMO level in eV: -3.908
E_HOMO in eV: -9.00